Record 1
{
  "formula": "C15H50LiN18O19",
  "method": "the ωB97M-V functional and the def2-TZVPD basis",
  "lumo_ev": 0.1,
  "charge": -1,
  "gap_ev": 6.744,
  "fmax_ev_per_a": 3.5,
  "e_above_lowest_ev": 0.000,
  "e_homo_ha": -0.2458,
  "elements": ["Li", "C", "C", "C", "O", "C", "C", "C", "O", "O", "O", "H", "H", "C", "O", "N", "N", "H", "H", "H", "H", "C", "O", "N", "N", "H", "H", "H", "H", "C", "O", "N", "N", "H", "H", "H", "H", "C", "O", "N", "N", "H", "H", "H", "H", "C", "O", "N", "N", "H", "H", "H", "H", "C", "O", "N", "N", "H", "H", "H", "H", "C", "O", "N", "N", "H", "H", "H", "H", "C", "O", "N", "N", "H", "H", "H", "H", "C", "O", "N", "N", "H", "H", "H", "H", "O", "H", "H", "O", "H", "H", "O", "H", "H", "O", "H", "H", "O", "H", "H", "O", "H", "H"],
  "positions_angstrom": [[-4.069, -1.000, -2.922], [-0.621, -0.834, -1.563], [0.384, -0.909, -0.622], [0.348, -0.044, 0.611], [1.041, -0.257, 1.655], [-0.563, 1.023, 0.735], [-1.608, 1.176, -0.222], [-1.687, 0.061, -1.370], [-2.744, 0.049, -2.032], [-2.569, 1.971, -0.160], [1.319, -1.704, -0.942], [-0.695, -1.404, -2.471], [-0.634, 1.567, 1.666], [5.052, -1.584, 0.458], [6.245, -1.783, 0.623], [4.342, -0.676, 1.186], [4.276, -2.235, -0.463], [4.923, -0.241, 1.890], [3.371, -0.448, 1.331], [3.274, -2.201, -0.381], [4.612, -3.182, -0.583], [-1.907, 5.686, -0.476], [-2.565, 5.711, -1.515], [-1.081, 6.693, -0.145], [-1.832, 4.570, 0.302], [-0.950, 7.541, -0.662], [-0.448, 6.652, 0.636], [-1.108, 4.629, 1.000], [-2.126, 3.631, -0.001], [0.091, -0.935, 5.953], [-0.851, -1.716, 5.820], [0.931, -0.908, 7.024], [0.536, -0.186, 4.913], [1.709, -0.289, 7.116], [0.598, -1.502, 7.766], [0.228, -0.371, 3.972], [1.173, 0.575, 5.062], [-3.606, -1.727, 2.818], [-4.161, -2.810, 2.739], [-3.169, -1.031, 1.698], [-3.424, -1.039, 3.970], [-2.836, -0.107, 1.911], [-3.185, -1.355, 0.754], [-3.033, -0.116, 3.943], [-3.727, -1.446, 4.833], [0.846, -0.257, -5.385], [1.120, -0.605, -6.536], [1.246, -0.896, -4.265], [-0.030, 0.767, -5.173], [1.585, -1.827, -4.456], [1.249, -0.506, -3.343], [-0.135, 1.131, -4.243], [-0.487, 1.142, -5.981], [-3.206, 2.423, 3.618], [-2.934, 2.170, 4.784], [-2.502, 3.286, 2.841], [-4.436, 2.119, 3.070], [-1.581, 3.516, 3.173], [-2.762, 3.427, 1.878], [-4.633, 2.339, 2.108], [-4.915, 1.318, 3.450], [0.284, -4.997, -2.909], [-0.227, -5.789, -3.709], [-0.161, -3.730, -2.695], [1.305, -5.373, -2.104], [0.329, -3.169, -2.007], [-0.951, -3.326, -3.150], [1.300, -6.362, -1.920], [1.514, -4.750, -1.341], [4.090, 1.526, -2.243], [5.043, 0.805, -2.523], [2.967, 1.185, -1.556], [4.132, 2.854, -2.543], [2.886, 0.222, -1.265], [2.166, 1.780, -1.433], [3.331, 3.382, -2.253], [4.908, 3.158, -3.099], [1.003, -3.956, 1.576], [1.068, -5.177, 1.385], [-0.194, -3.327, 1.479], [1.980, -3.214, 2.138], [-0.978, -3.913, 1.258], [-0.353, -2.382, 1.779], [1.780, -2.229, 2.247], [2.846, -3.571, 2.490], [-3.032, -2.528, -3.482], [-3.191, -2.919, -4.354], [-3.065, -3.280, -2.870], [-4.880, 2.346, -2.391], [-4.211, 2.104, -1.726], [-5.418, 1.557, -2.495], [-1.635, 2.843, -3.167], [-1.035, 2.803, -2.416], [-2.445, 2.421, -2.856], [1.036, 3.454, -0.953], [0.353, 3.236, -0.303], [1.685, 3.971, -0.462], [2.523, 1.984, 2.956], [2.525, 2.137, 2.006], [1.808, 1.349, 3.085], [3.502, -2.853, -3.470], [3.266, -2.467, -2.618], [4.463, -2.847, -3.479]],
  "mulliken_charge": [0.80, -1.37, 0.71, 0.00, -0.40, -0.62, 1.91, -0.40, -0.75, -0.90, 1.31, 0.38, 0.37, 0.30, -0.72, -0.09, -0.06, 0.17, 0.07, -0.35, 0.30, 0.58, -0.63, -0.40, -0.24, 0.22, 0.15, 0.15, 0.09, 0.60, -0.63, -0.42, -0.16, 0.16, 0.23, -0.04, 0.14, 0.54, -0.73, 0.15, -0.05, -0.15, 0.02, -0.09, 0.19, 0.47, -0.73, 0.10, -0.22, 0.13, -0.22, 0.13, 0.21, 0.45, -0.63, -0.23, -0.36, 0.22, 0.18, 0.23, 0.30, 0.55, -0.76, 0.17, -0.31, -0.30, -0.01, 0.26, 0.07, 0.46, -0.67, 0.27, -0.34, -0.54, 0.32, 0.12, 0.22, 0.26, -0.74, 0.00, -0.13, 0.16, -0.11, 0.12, 0.21, -0.56, 0.27, 0.35, -0.62, 0.32, 0.24, -0.69, 0.28, 0.37, -0.58, 0.06, 0.25, -0.74, 0.38, 0.23, -0.69, 0.16, 0.30]
}

---

Record 2
{
  "formula": "HNP4",
  "method": "the ωB97M-V functional and the def2-TZVPD basis",
  "lumo_ev": [-2.7, -2.7],
  "charge": 0,
  "gap_ev": [5.381, 5.467],
  "fmax_ev_per_a": 4.0,
  "e_above_lowest_ev": 4.139,
  "e_homo_ha": [-0.2965, -0.2990],
  "smiles": "N#P=P[PH]#P",
  "elements": ["N", "P", "P", "P", "P", "H"],
  "positions_angstrom": [[-1.513, 0.388, 1.575], [-0.758, 1.637, 1.208], [0.974, 1.460, -0.161], [0.719, -0.651, -0.555], [-0.897, -1.893, -0.473], [1.474, -0.942, -1.594]],
  "mulliken_charge": [-0.32, 0.24, -0.12, 0.04, 0.07, 0.08]
}

---

Record 3
{
  "formula": "C6H15F2LiN2O11PS2",
  "method": "the ωB97M-V functional and the def2-TZVPD basis",
  "lumo_ev": 2.3,
  "charge": -1,
  "gap_ev": 8.303,
  "fmax_ev_per_a": 10.2,
  "e_above_lowest_ev": 0.000,
  "e_homo_ha": -0.2189,
  "elements": ["Li", "N", "S", "O", "O", "F", "S", "O", "O", "F", "N", "O", "O", "O", "C", "C", "O", "P", "O", "O", "C", "C", "O", "C", "C", "H", "H", "H", "H", "H", "H", "H", "H", "H", "H", "H", "H", "H", "H", "H"],
  "positions_angstrom": [[-1.475, 1.892, -0.802], [-0.601, 2.494, -2.339], [-0.892, 2.075, -3.795], [0.131, 1.301, -4.589], [-1.794, 2.995, -4.556], [-1.875, 0.818, -3.490], [0.353, 3.784, -2.958], [-0.291, 4.989, -3.434], [1.657, 3.529, -3.501], [0.820, 4.343, -1.472], [-2.430, 2.711, 1.598], [-2.806, 2.936, 2.763], [-1.255, 2.760, 1.296], [-3.140, 2.194, 0.773], [-0.398, -3.778, -1.615], [0.258, -2.463, -1.591], [0.553, -2.233, -0.198], [0.172, -0.781, 0.393], [-0.632, 0.072, -0.475], [-0.465, -1.078, 1.855], [-0.005, -2.141, 2.636], [-1.077, -3.143, 3.096], [1.667, -0.189, 0.723], [1.872, 1.151, 1.197], [2.761, 1.082, 2.378], [-0.843, -3.979, -0.640], [-1.163, -3.885, -2.383], [0.272, -4.623, -1.776], [1.273, -2.369, -1.979], [-0.314, -1.683, -2.093], [0.805, -2.634, 2.099], [0.504, -1.730, 3.508], [-1.988, -2.714, 3.515], [-1.313, -3.798, 2.258], [-0.604, -3.900, 3.722], [2.088, 1.611, 0.233], [0.917, 1.543, 1.547], [2.427, 0.321, 3.083], [3.682, 0.658, 1.979], [3.148, 1.863, 3.033]],
  "mulliken_charge": [1.03, -0.06, 0.97, -0.59, -0.60, -0.30, 0.90, -0.54, -0.54, -0.32, 1.19, -0.68, -0.69, -0.75, -1.04, -0.14, -0.29, 0.64, -0.45, -0.21, -0.19, -1.22, -0.27, -0.03, -1.16, 0.22, 0.35, 0.29, 0.36, 0.16, 0.37, 0.30, 0.31, 0.23, 0.39, 0.36, 0.16, 0.19, 0.30, 0.37]
}

---

Record 4
{
  "formula": "C2Br2FN",
  "method": "the ωB97M-V functional and the def2-TZVPD basis",
  "lumo_ev": [-3.6, -3.6],
  "charge": 0,
  "gap_ev": [5.098, 5.099],
  "fmax_ev_per_a": 4.1,
  "e_above_lowest_ev": 4.404,
  "e_homo_ha": [-0.3188, -0.3189],
  "elements": ["C", "C", "N", "F", "Br", "Br"],
  "positions_angstrom": [[2.101, 0.288, -0.980], [-1.594, -0.174, 0.393], [1.039, 0.174, -0.554], [-1.372, -0.195, 1.736], [-1.957, -1.852, -0.185], [-2.323, 1.338, -0.352]],
  "mulliken_charge": [-0.42, 0.40, -0.27, -0.08, 0.18, 0.19]
}

---

Record 5
{
  "formula": "C24H33MnN6O4S",
  "method": "the ωB97M-V functional and the def2-TZVPD basis",
  "lumo_ev": [-3.9, -4.4],
  "charge": 1,
  "gap_ev": [4.611, 3.961],
  "fmax_ev_per_a": 2.1,
  "multiplicity": 6,
  "e_above_lowest_ev": 3.176,
  "e_homo_ha": [-0.3121, -0.3069],
  "s2": 8.823,
  "elements": ["Mn", "C", "C", "N", "C", "C", "N", "C", "C", "N", "C", "C", "N", "C", "C", "C", "C", "C", "C", "C", "N", "H", "H", "H", "H", "H", "H", "H", "H", "H", "H", "H", "H", "H", "H", "H", "H", "H", "H", "H", "H", "H", "H", "H", "N", "C", "C", "O", "O", "H", "H", "H", "H", "H", "O", "C", "O", "C", "C", "C", "C", "S", "C", "C", "H", "H", "H", "H", "H"],
  "positions_angstrom": [[-0.160, 1.296, 0.154], [-3.972, 2.213, -1.466], [-2.535, 1.891, -1.221], [-1.995, 1.872, 0.011], [-2.742, 2.317, 1.167], [-2.078, 1.819, 2.474], [-0.630, 1.553, 2.334], [0.234, 2.482, 3.065], [0.377, 3.794, 2.288], [0.873, 3.532, 0.938], [2.326, 3.353, 0.815], [2.678, 1.871, 0.539], [1.720, 1.382, -0.422], [1.963, 1.304, -1.712], [3.300, 1.400, -2.375], [0.754, 1.241, -2.509], [0.632, 1.273, -3.889], [-0.638, 1.436, -4.449], [-1.744, 1.624, -3.641], [-1.598, 1.589, -2.250], [-0.353, 1.314, -1.722], [-4.242, 3.166, -1.007], [-4.609, 1.438, -1.036], [-4.182, 2.265, -2.528], [-3.778, 1.960, 1.143], [-2.781, 3.416, 1.156], [-2.568, 0.892, 2.778], [-2.246, 2.563, 3.260], [-0.445, 0.610, 2.680], [1.213, 2.012, 3.175], [-0.161, 2.699, 4.066], [1.037, 4.471, 2.851], [-0.605, 4.267, 2.201], [0.572, 4.277, 0.318], [2.835, 3.687, 1.723], [2.695, 3.947, -0.025], [2.578, 1.278, 1.453], [3.715, 1.805, 0.196], [4.114, 1.199, -1.684], [3.442, 2.401, -2.787], [3.355, 0.686, -3.195], [1.499, 1.203, -4.523], [-0.743, 1.453, -5.522], [-2.706, 1.818, -4.084], [-4.042, -2.670, 1.117], [-2.969, -2.281, 0.213], [-1.963, -1.434, 0.988], [-2.159, -1.427, 2.301], [-1.064, -0.814, 0.464], [-4.485, -3.531, 0.819], [-4.764, -1.957, 1.177], [-2.913, -2.040, 2.489], [-3.290, -1.732, -0.682], [-2.442, -3.177, -0.131], [1.911, -7.680, -0.994], [2.872, -6.993, -0.351], [3.920, -7.515, -0.089], [2.581, -5.574, 0.007], [1.296, -5.029, 0.056], [1.110, -3.714, 0.419], [2.202, -2.907, 0.753], [1.971, -1.287, 1.290], [3.492, -3.449, 0.703], [3.672, -4.763, 0.339], [1.130, -7.151, -1.195], [0.420, -5.631, -0.155], [0.117, -3.288, 0.457], [4.336, -2.830, 0.963], [4.660, -5.199, 0.304]],
  "mulliken_charge": [0.01, -1.87, 0.66, 0.79, -0.76, -1.11, -0.21, -0.93, -0.76, -0.24, -0.93, -0.65, 0.50, 0.97, -2.03, 0.67, -0.76, -0.79, -0.94, 0.50, 0.42, 0.38, 0.35, 0.43, 0.54, 0.43, 0.45, 0.45, 0.31, 0.40, 0.53, 0.44, 0.42, 0.24, 0.40, 0.44, 0.06, 0.47, 0.45, 0.35, 0.51, 0.43, 0.46, 0.39, -0.73, 0.03, 0.33, -0.50, -0.56, 0.24, 0.19, 0.40, 0.26, 0.33, -0.48, 0.63, -0.55, 0.74, -0.77, -0.51, 0.38, -0.40, -0.68, -0.68, 0.28, 0.20, 0.13, 0.42, 0.43]
}

---

Record 6
{
  "formula": "C6H17N2",
  "method": "the ωB97M-V functional and the def2-TZVPD basis",
  "lumo_ev": -3.7,
  "charge": 1,
  "gap_ev": 8.128,
  "fmax_ev_per_a": 1.6,
  "e_above_lowest_ev": 1.006,
  "e_homo_ha": -0.4329,
  "smiles": "C[C@@H](N)CCCC[NH3+]",
  "elements": ["C", "C", "N", "C", "C", "C", "C", "N", "H", "H", "H", "H", "H", "H", "H", "H", "H", "H", "H", "H", "H", "H", "H", "H", "H"],
  "positions_angstrom": [[2.972, -0.521, -0.227], [1.777, -0.335, 0.745], [2.139, 0.598, 1.785], [0.579, 0.232, -0.050], [-0.667, 0.298, 0.882], [-2.008, 0.773, 0.253], [-2.391, 0.310, -1.146], [-2.061, -1.142, -1.418], [3.578, 0.373, -0.136], [3.587, -1.390, -0.029], [2.697, -0.530, -1.285], [1.471, -1.305, 1.127], [1.880, 1.565, 1.701], [2.202, 0.283, 2.736], [0.831, 1.255, -0.339], [0.391, -0.378, -0.926], [-0.408, 1.045, 1.624], [-0.817, -0.694, 1.320], [-2.858, 0.723, 0.928], [-1.808, 1.843, 0.152], [-3.429, 0.497, -1.397], [-1.810, 0.882, -1.849], [-1.103, -1.290, -1.109], [-2.064, -1.311, -2.424], [-2.680, -1.780, -0.919]],
  "mulliken_charge": [-1.37, 0.36, -0.55, -1.05, -0.56, -0.66, -0.67, -0.20, 0.39, 0.31, 0.34, 0.41, 0.21, 0.19, 0.31, 0.38, 0.38, 0.36, 0.42, 0.32, 0.42, 0.35, 0.19, 0.38, 0.37]
}